{"formula": "C49H37BrClEuF4N4O7PSi", "method": "ωB97M-V/def2-TZVPD", "orbital_gap_ev": [5.21, 6.60], "total_charge": 1, "s_squared": 12.0143, "e_lumo_ev": [-5.19, -3.80], "spin_multiplicity": 7, "de_lowest_kcal_mol": 4.4, "elements": ["Eu", "C", "O", "C", "O", "N", "N", "H", "H", "H", "H", "H", "H", "O", "C", "O", "C", "C", "Cl", "N", "N", "C", "C", "O", "O", "C", "C", "C", "C", "C", "C", "H", "H", "H", "H", "H", "H", "F", "C", "C", "F", "C", "F", "C", "P", "C", "C", "C", "C", "C", "C", "C", "C", "C", "C", "C", "C", "C", "Br", "C", "F", "H", "H", "H", "H", "H", "H", "H", "H", "H", "H", "O", "Si", "C", "C", "C", "C", "C", "C", "C", "C", "C", "C", "C", "C", "C", "C", "C", "C", "C", "C", "H", "H", "H", "H", "H", "H", "H", "H", "H", "H", "H", "H", "H", "H", "H"], "positions_angstrom": [[8.377, -22.781, -5.326], [7.346, -27.212, -3.363], [8.785, -26.827, -3.214], [8.966, -25.572, -3.688], [8.062, -24.930, -4.287], [10.253, -25.078, -3.720], [10.406, -23.751, -4.158], [7.293, -28.068, -2.678], [7.226, -27.567, -4.417], [6.672, -26.383, -3.148], [10.908, -25.290, -2.989], [11.241, -23.593, -4.759], [10.499, -23.033, -3.417], [2.862, -25.040, -7.236], [3.755, -25.244, -8.199], [3.432, -25.701, -9.312], [5.173, -24.992, -7.915], [6.189, -25.769, -8.513], [6.133, -27.174, -9.427], [7.387, -25.154, -8.229], [7.197, -24.203, -7.240], [5.916, -24.083, -7.085], [5.283, -23.318, -5.974], [4.109, -23.480, -5.654], [6.083, -22.602, -5.315], [8.701, -25.423, -8.693], [9.786, -25.582, -7.828], [10.964, -26.087, -8.330], [11.199, -26.182, -9.659], [10.141, -25.946, -10.582], [8.899, -25.574, -10.106], [3.228, -24.500, -6.417], [9.736, -25.274, -6.768], [11.694, -26.420, -7.585], [12.161, -26.501, -10.022], [10.194, -26.152, -11.624], [8.056, -25.340, -10.777], [11.343, -22.012, -12.473], [10.631, -21.321, -11.567], [9.857, -20.235, -11.979], [9.969, -19.797, -13.236], [8.985, -19.568, -11.118], [8.265, -18.549, -11.563], [8.836, -20.036, -9.825], [7.543, -19.483, -8.688], [5.931, -19.747, -9.617], [5.908, -20.636, -10.719], [4.729, -20.807, -11.426], [3.577, -20.092, -11.041], [3.642, -19.179, -9.983], [4.774, -19.085, -9.152], [7.754, -17.711, -8.979], [8.810, -17.234, -8.210], [9.042, -15.879, -8.206], [8.182, -15.071, -8.930], [7.114, -15.595, -9.679], [6.902, -16.948, -9.790], [9.555, -21.143, -9.418], [9.789, -21.768, -7.634], [10.460, -21.787, -10.276], [11.204, -22.809, -9.845], [6.837, -21.235, -10.845], [4.718, -21.408, -12.327], [2.583, -20.248, -11.482], [2.803, -18.512, -9.748], [4.739, -18.505, -8.244], [9.447, -17.975, -7.695], [10.029, -15.572, -7.792], [8.278, -13.985, -8.947], [6.498, -14.941, -10.302], [6.328, -17.434, -10.554], [8.153, -21.438, -3.519], [7.685, -20.814, -2.147], [7.941, -18.923, -2.217], [7.996, -18.140, -1.108], [7.646, -16.751, -1.130], [7.626, -16.121, -2.356], [7.815, -16.875, -3.495], [7.794, -18.236, -3.458], [5.880, -21.115, -1.769], [5.143, -21.866, -2.698], [3.793, -22.137, -2.485], [3.108, -21.621, -1.373], [3.880, -20.925, -0.463], [5.212, -20.642, -0.648], [8.670, -21.436, -0.694], [10.094, -21.203, -0.683], [10.888, -21.748, 0.340], [10.285, -22.373, 1.423], [8.943, -22.537, 1.427], [8.141, -22.085, 0.407], [8.191, -18.586, -0.131], [7.384, -16.165, -0.239], [7.502, -15.044, -2.399], [7.995, -16.311, -4.402], [7.615, -18.833, -4.364], [5.600, -22.240, -3.583], [3.220, -22.785, -3.218], [2.056, -21.792, -1.139], [3.350, -20.579, 0.424], [5.784, -19.999, 0.053], [10.585, -20.686, -1.506], [11.990, -21.665, 0.321], [10.828, -22.751, 2.249], [8.439, -23.060, 2.255], [7.030, -22.302, 0.414]], "lowdin_charge": [1.818, 0.030, 0.013, -0.475, -0.098, 0.053, -0.062, 0.108, 0.115, 0.099, 0.163, 0.128, 0.113, 0.105, -0.479, 0.059, -0.025, -0.566, 0.868, -0.056, 0.044, -0.153, -0.543, 0.098, -0.182, -0.207, -0.050, -0.101, -0.060, -0.043, -0.029, 0.100, 0.084, 0.121, 0.113, 0.106, 0.123, 0.139, -0.106, -0.099, 0.146, -0.202, 0.143, -0.351, 1.084, -0.365, -0.100, -0.073, -0.067, -0.074, -0.095, -0.405, -0.131, -0.086, -0.069, -0.064, -0.086, -0.536, 0.802, -0.262, 0.063, 0.106, 0.105, 0.114, 0.113, 0.111, 0.102, 0.124, 0.110, 0.115, 0.104, -0.477, 0.424, -0.222, -0.105, -0.062, -0.102, -0.117, -0.097, -0.225, -0.086, -0.071, -0.079, -0.109, -0.110, -0.230, -0.090, -0.092, -0.106, -0.109, -0.100, 0.102, 0.109, 0.106, 0.099, 0.094, 0.033, 0.113, 0.107, 0.106, 0.117, 0.095, 0.108, 0.097, 0.119, 0.120]}